Entry 1:
A molecular structure, C19H15NS4Se4Tc, computed with ωB97M-V with the def2-TZVPD basis set.

## Properties
- multiplicity = 4
- net charge = 0
- E_LUMO (alpha / beta) (eV) = -0.2 / -1.1

Each line ends with the natural charge from an NBO analysis.
Geometry (Å):
Tc: 0.294 0.314 0.025  0.00
S: 1.231 1.992 -1.327  0.04
C: 0.792 1.309 -2.904  -0.19
C: 0.566 2.142 -3.999  -0.20
C: 0.235 1.616 -5.237  -0.19
C: 0.137 0.243 -5.423  -0.22
C: 0.389 -0.607 -4.359  -0.24
C: 0.696 -0.070 -3.118  -0.13
S: 1.111 -1.085 -1.714  0.53
C: -0.260 -2.292 -1.587  -0.58
C: -0.574 -2.583 -0.140  0.25
C: -0.995 -3.833 0.278  -0.24
C: -1.377 -4.006 1.600  -0.13
C: -1.326 -2.934 2.474  -0.24
C: -0.866 -1.714 2.006  0.25
C: -0.714 -0.515 2.903  -0.58
S: -0.828 1.066 2.002  0.52
C: -2.561 1.026 1.580  -0.16
C: -3.489 1.263 2.591  -0.23
C: -4.842 1.225 2.314  -0.24
C: -5.254 0.973 1.009  -0.19
C: -4.331 0.766 0.004  -0.21
C: -2.953 0.787 0.263  -0.19
S: -1.826 0.593 -1.071  -0.10
N: -0.496 -1.564 0.732  -0.43
H: 0.634 3.213 -3.859  0.23
H: 0.047 2.285 -6.065  0.22
H: -0.119 -0.163 -6.391  0.22
H: 0.347 -1.680 -4.494  0.21
H: -0.011 -3.209 -2.118  0.24
H: -1.133 -1.817 -2.041  0.28
H: -1.037 -4.651 -0.425  0.23
H: -1.717 -4.973 1.943  0.23
H: -1.625 -3.039 3.507  0.23
H: 0.277 -0.516 3.365  0.27
H: -1.460 -0.520 3.696  0.25
H: -3.141 1.484 3.593  0.22
H: -5.565 1.405 3.097  0.22
H: -6.309 0.948 0.774  0.22
H: -4.660 0.587 -1.010  0.22
Se: 2.310 -0.178 1.495  -0.27
Se: 4.188 0.145 0.225  -0.06
Se: 4.618 2.494 0.551  0.11
Se: 2.880 3.358 1.579  -0.16

---

Entry 2:
A molecular structure, C26H22BeClN3O, computed with ωB97M-V with the def2-TZVPD basis set.

## Properties
- net charge = 0
- E_LUMO (eV) = -1.0

Each line ends with the natural charge from an NBO analysis.
Geometry (Å):
Be: 2.038 0.112 -0.437  1.60
N: -1.756 5.268 7.114  -0.30
C: -1.290 4.682 6.243  0.28
C: -0.706 3.949 5.152  -0.18
C: 0.416 4.453 4.498  -0.15
C: 0.969 3.747 3.445  -0.23
C: 0.419 2.533 3.042  0.04
C: -0.698 2.033 3.707  -0.21
C: -1.265 2.737 4.754  -0.16
C: 1.016 1.772 1.916  0.20
C: 1.504 0.490 2.178  -0.02
C: 1.650 -0.170 3.427  -0.20
C: 2.289 -1.363 3.174  -0.33
C: 2.519 -1.400 1.781  0.06
N: 2.054 -0.311 1.189  -0.71
C: 1.083 2.388 0.662  -0.02
C: 0.636 3.674 0.263  -0.20
C: 0.976 3.820 -1.065  -0.33
C: 1.610 2.618 -1.444  0.03
N: 1.672 1.767 -0.429  -0.70
H: 0.847 5.391 4.818  0.23
H: 1.844 4.129 2.935  0.23
H: -1.127 1.091 3.391  0.23
H: -2.138 2.355 5.265  0.23
H: 1.342 0.216 4.386  0.22
H: 2.580 -2.117 3.886  0.23
H: 3.013 -2.167 1.202  0.22
H: 0.129 4.391 0.888  0.22
H: 0.806 4.677 -1.695  0.22
H: 2.029 2.351 -2.404  0.22
Cl: 3.511 -0.512 -1.576  -0.78
C: -2.603 -5.267 -4.381  -0.64
C: -1.956 -4.072 -3.742  0.06
C: -1.045 -4.223 -2.706  -0.24
C: -0.421 -3.138 -2.106  0.10
C: 0.560 -3.395 -1.000  -0.65
C: -0.738 -1.847 -2.583  -0.17
C: -0.115 -0.665 -2.023  0.47
O: 0.635 -0.664 -1.056  -0.69
C: -1.660 -1.673 -3.640  0.07
C: -2.023 -0.312 -4.180  -0.65
C: -2.254 -2.789 -4.196  -0.25
H: -2.384 -6.180 -3.830  0.22
H: -2.244 -5.393 -5.404  0.23
H: -3.686 -5.144 -4.429  0.23
H: -0.809 -5.220 -2.353  0.21
H: 0.652 -4.468 -0.834  0.21
H: 0.248 -2.922 -0.069  0.24
H: 1.542 -2.984 -1.242  0.26
H: -0.334 0.296 -2.506  0.15
H: -1.157 0.204 -4.596  0.23
H: -2.456 0.332 -3.413  0.23
H: -2.758 -0.416 -4.975  0.22
H: -2.966 -2.664 -5.003  0.21